Record 1
Computed, not measured: a cluster of 2 separate species, C15H15N5O4 in total, with wB97M-V/def2-TZVPD.

Structure (XYZ):
```
39
Properties=species:S:1:pos:R:3:forces:R:3:nbo_charge:R:1
O -0.499 2.517 1.052 -0.2 0.7 -2.3 -0.3909
N -0.696 3.050 -0.067 -0.9 1.5 2.5 0.5017
O -1.169 4.210 -0.176 0.9 -2.3 0.0 -0.3826
C -0.378 2.330 -1.260 0.4 -1.1 -0.8 -0.0836
C -0.532 3.021 -2.514 0.4 -0.4 -1.0 0.1228
N -0.052 2.589 -3.674 -1.5 1.3 0.8 -0.4157
C 0.571 1.412 -3.653 2.1 -1.9 -0.5 0.2887
N 1.348 0.913 -4.665 -0.9 0.6 2.2 -0.1005
O 2.070 -0.133 -4.080 -1.4 0.3 1.3 -0.1422
N 1.679 -0.303 -2.719 -0.6 0.2 0.2 0.4284
O 2.212 -1.163 -2.037 -0.5 0.9 -0.9 -0.3426
C 0.692 0.635 -2.441 1.7 -0.8 -2.3 -0.0762
C 0.210 1.057 -1.205 1.0 2.0 0.8 -0.0513
H -1.027 3.997 -2.505 0.2 -0.4 0.0 0.2394
H 0.563 0.592 -0.296 0.0 0.4 -0.1 0.3060
C 3.270 -1.033 1.860 -0.2 -0.1 -0.1 -0.2157
C 2.860 -2.231 1.264 0.0 0.1 0.1 -0.2006
C 1.517 -2.442 0.945 -0.2 0.5 0.1 -0.1983
C 0.581 -1.444 1.234 0.3 -0.2 0.3 -0.0614
C -0.869 -1.568 0.842 -0.1 -0.5 0.0 -0.0599
C -1.838 -1.485 2.041 0.2 0.2 0.0 -0.4068
C -3.049 -0.685 1.550 -0.3 -0.2 0.0 -0.4199
C -2.618 -0.019 0.242 0.0 0.5 -0.4 -0.2201
N -1.248 -0.466 -0.062 -1.0 -0.8 0.0 -0.6138
C 0.977 -0.272 1.890 0.4 0.0 -0.3 -0.1775
C 2.327 -0.046 2.165 -0.3 -0.2 0.0 -0.2259
H 4.323 -0.863 2.083 -0.3 -0.1 -0.1 0.2174
H 3.590 -3.006 1.030 -0.1 0.2 0.1 0.2169
H 1.171 -3.354 0.448 0.3 0.3 0.2 0.2132
H -1.024 -2.532 0.330 0.1 0.1 0.1 0.1855
H -2.104 -2.493 2.377 0.1 0.2 0.0 0.2230
H -1.369 -0.964 2.882 0.0 -0.2 -0.2 0.2165
H -3.898 -1.349 1.361 0.1 0.1 0.1 0.2098
H -3.356 0.068 2.282 0.0 -0.2 -0.1 0.2218
H -3.304 -0.249 -0.585 0.1 0.0 0.2 0.1888
H -2.604 1.067 0.362 -0.1 0.0 -0.1 0.1925
H -1.168 -0.755 -1.033 -0.2 -0.2 0.3 0.3704
H 0.229 0.494 2.114 0.3 -0.2 -0.1 0.2241
H 2.612 0.905 2.615 0.1 -0.3 -0.1 0.2185
```
Forces are in eV/Å.

Summary:
Energy relative to the best compared isomer or geometry (same formula, charge and spin): 790.3 kJ/mol
SMILES: O=[N+]([O-])c1cnc2no[n+]([O-])c2c1.c1ccc([C@H]2CCCN2)cc1
Highest occupied orbital energy: -9.036 eV

***

Record 2
Computed, not measured: an isolated molecule of C15H16ClN3O2, with wB97M-V/def2-TZVPD.

Structure (XYZ):
```
37
Properties=species:S:1:pos:R:3:forces:R:3:nbo_charge:R:1
C -4.738 -1.111 1.727 0.0 -0.1 0.0 -0.6412
C -3.864 -0.286 0.857 0.3 0.3 -0.3 0.1838
C -3.876 1.127 0.712 0.3 0.0 -0.3 -0.3340
C -2.899 1.419 -0.196 -0.1 0.0 0.2 0.2125
C -2.447 2.720 -0.737 0.0 0.2 -0.1 -0.6427
N -2.339 0.209 -0.557 -0.6 0.8 0.5 -0.2675
C -1.315 -0.022 -1.469 0.4 -0.5 -0.5 0.7142
O -0.823 0.876 -2.105 -0.1 0.0 0.1 -0.5547
C -0.893 -1.465 -1.565 0.2 -0.1 0.1 -0.5160
C -0.199 -1.949 -0.279 -0.1 -0.3 -0.1 -0.2216
N 0.938 -1.135 0.075 -0.2 0.1 0.1 -0.6128
C 2.171 -1.394 -0.415 -0.2 0.2 0.2 0.6499
O 2.427 -2.388 -1.065 0.1 -0.2 -0.2 -0.6175
C 3.246 -0.425 -0.020 0.2 0.1 -0.1 -0.1056
C 4.495 -0.982 0.253 -0.1 0.0 0.0 -0.1634
C 5.572 -0.196 0.613 0.0 0.0 0.0 -0.2189
C 5.422 1.179 0.689 -0.1 0.0 0.0 -0.1852
C 4.199 1.756 0.398 0.0 0.0 0.0 -0.2361
C 3.119 0.960 0.049 0.2 -0.1 0.1 -0.0305
Cl 1.635 1.771 -0.353 0.0 0.2 0.0 0.0081
N -2.940 -0.814 0.094 -0.3 -0.8 0.2 -0.2943
H -4.607 -0.826 2.770 0.0 0.0 0.1 0.2244
H -5.783 -0.954 1.463 -0.1 0.0 0.0 0.2252
H -4.490 -2.161 1.606 0.0 -0.1 0.0 0.2333
H -4.524 1.817 1.212 -0.1 0.2 0.1 0.2267
H -3.020 3.524 -0.281 0.0 0.0 0.0 0.2211
H -1.387 2.871 -0.535 0.0 0.1 0.0 0.2368
H -2.574 2.749 -1.818 0.0 0.1 0.0 0.2437
H -1.774 -2.085 -1.730 0.0 0.0 -0.1 0.2496
H -0.203 -1.558 -2.405 -0.1 0.1 0.0 0.2435
H -0.913 -1.947 0.546 0.2 -0.1 -0.1 0.2260
H 0.173 -2.962 -0.448 -0.1 0.1 0.1 0.2356
H 0.762 -0.247 0.519 0.1 -0.1 0.0 0.4036
H 4.593 -2.053 0.167 0.0 -0.1 0.0 0.2372
H 6.527 -0.652 0.826 0.1 0.0 0.0 0.2193
H 6.256 1.806 0.965 0.1 0.1 0.0 0.2190
H 4.077 2.828 0.437 0.0 0.1 0.0 0.2283
```
Forces are in eV/Å.

Summary:
SMILES: Cc1cc(C)n(C(=O)CCNC(=O)c2ccccc2Cl)n1
Highest occupied orbital energy: -9.393 eV

***

Record 3
Computed, not measured: an isolated molecule of C15H16ClNO2S, with wB97M-V/def2-TZVPD.

Structure (XYZ):
```
36
Properties=species:S:1:pos:R:3:forces:R:3:nbo_charge:R:1
C 0.881 -0.447 -2.228 0.3 0.1 0.9 -0.4068
N -0.330 0.106 -1.613 -0.1 0.0 -3.3 -0.4886
C -0.435 0.391 -0.277 0.8 -1.2 5.3 -0.1631
C 0.619 1.211 0.612 1.1 0.8 -2.1 -0.4466
Cl 0.347 2.936 0.104 1.1 -0.1 0.4 -0.0465
S 0.478 1.240 2.475 -0.3 0.5 1.5 2.1004
O 1.323 2.202 3.156 -0.8 1.3 -1.6 -0.9250
O -0.968 1.303 2.568 0.7 -0.5 0.7 -0.9253
C 1.285 -0.152 3.320 -1.0 0.0 -1.0 -0.2090
C 0.543 -1.296 3.386 0.5 -0.9 0.0 -0.2311
C 1.143 -2.455 3.853 0.4 0.1 0.3 -0.2107
C 2.459 -2.406 4.316 -0.3 -0.5 0.2 -0.1848
C 3.139 -1.195 4.397 -0.3 -0.1 0.0 -0.2130
C 2.536 -0.045 3.914 0.2 -0.3 -0.3 -0.2076
C -1.385 0.346 -2.607 -0.7 0.9 0.0 0.1701
C -1.723 1.677 -2.959 0.4 -0.7 0.2 -0.2299
C -2.560 1.949 -4.050 0.4 0.6 1.0 -0.1958
C -3.180 0.920 -4.721 -0.1 -0.1 -0.5 -0.2217
C -2.959 -0.394 -4.349 0.5 -0.3 0.5 -0.2074
C -2.059 -0.689 -3.320 0.6 0.3 0.9 -0.2341
H 0.814 -0.359 -3.327 0.0 -0.2 0.7 0.2268
H 1.768 0.150 -1.900 -0.5 -0.5 -0.3 0.1931
H 1.002 -1.507 -1.898 0.2 0.6 -0.4 0.1898
H -1.460 0.792 -0.057 1.0 -0.8 0.3 0.2519
H 0.017 -0.466 0.459 -2.5 -0.6 -1.8 0.1355
H 1.632 0.712 0.449 -0.8 1.5 -0.3 0.2289
H -0.470 -1.254 3.071 -0.7 -0.2 -0.4 0.2379
H 0.586 -3.377 3.862 0.0 -0.2 0.1 0.2210
H 2.940 -3.320 4.671 -0.2 0.3 -0.1 0.2188
H 4.128 -1.149 4.837 -0.1 0.0 0.0 0.2237
H 3.044 0.891 3.995 0.1 0.4 -0.2 0.2505
H -1.279 2.482 -2.370 0.0 -0.1 -0.3 0.2280
H -2.700 3.000 -4.328 -0.1 -0.5 0.0 0.2182
H -3.816 1.136 -5.565 -0.2 0.0 -0.1 0.2153
H -3.476 -1.207 -4.853 0.1 0.2 0.1 0.2183
H -1.883 -1.727 -3.023 0.0 0.3 -0.2 0.2189
```
Forces are in eV/Å.

Summary:
Energy relative to the best compared isomer or geometry (same formula, charge and spin): 426.5 kJ/mol
SMILES: CN(C[C@@H](Cl)S(=O)(=O)c1ccccc1)c1ccccc1
Highest occupied orbital energy: -8.292 eV

***

Record 4
Computed, not measured: an isolated molecule of C15H16N2O, with wB97M-V/def2-TZVPD.

Structure (XYZ):
```
34
Properties=species:S:1:pos:R:3:forces:R:3:nbo_charge:R:1
O 0.672 0.844 -1.866 5.2 3.7 -0.4 -0.5893
C -0.377 0.374 -1.843 -3.8 -6.0 1.2 0.6982
C -0.336 -1.244 -1.712 -8.0 5.7 16.6 -0.3319
C 0.532 -1.768 -0.504 2.5 -2.3 -8.1 -0.4230
C 0.279 -1.347 0.777 -4.6 2.6 6.3 -0.4460
C 1.107 -1.959 1.913 4.3 9.0 -4.5 0.0973
C 0.923 -3.073 2.484 11.2 3.4 6.8 -0.2758
C 1.857 -3.531 3.504 5.5 7.3 -6.1 -0.1093
C 3.256 -2.863 3.311 -5.1 -1.6 5.6 -0.2206
C 3.315 -1.523 2.793 6.8 -2.9 4.7 -0.2556
C 2.475 -0.963 2.069 -9.2 -3.4 -3.1 -0.1739
N -1.606 0.967 -1.865 -0.9 -1.9 0.6 -0.6131
C -1.742 2.354 -1.843 5.6 -2.8 -0.5 0.0888
C -2.886 2.884 -1.770 -7.6 -4.4 1.3 -0.1875
C -3.301 4.117 -1.730 3.6 2.4 0.6 -0.2280
C -2.278 4.987 -1.770 5.1 -5.7 -1.7 0.0101
N -0.911 4.514 -2.138 -3.2 0.8 2.5 -0.3766
C -0.662 3.199 -2.018 -4.1 4.3 0.0 0.0236
H -1.506 -1.567 -1.237 2.7 0.6 -2.1 0.1193
H -0.187 -1.534 -2.518 2.7 -5.6 -13.0 0.1496
H 1.492 -1.414 -1.014 -0.1 -0.8 1.7 0.2286
H 0.476 -2.926 -0.570 0.4 1.8 0.0 0.2147
H -0.850 -1.709 1.053 2.0 1.0 -0.7 0.1897
H 0.237 -0.150 0.891 0.2 -2.6 -0.2 0.2202
H 0.219 -3.548 2.313 -12.2 -8.1 -2.8 0.1694
H 1.793 -4.439 3.830 -0.4 -5.1 2.6 0.1780
H 3.853 -3.049 4.295 -0.3 0.0 -2.3 0.2064
H 4.245 -1.036 3.128 -0.1 0.0 -0.7 0.2041
H 2.486 -0.277 1.307 0.2 2.3 -0.9 0.2174
H -2.419 0.311 -1.635 1.7 1.7 -0.6 0.4238
H -3.720 2.175 -1.617 0.3 -0.2 -0.4 0.1844
H -4.258 4.324 -1.854 -4.2 1.3 0.1 0.2132
H -2.479 5.842 -2.133 -0.7 6.9 -1.6 0.1711
H 0.301 3.028 -2.030 4.5 -1.7 -0.6 0.2227
```
Forces are in eV/Å.

Summary:
Energy relative to the best compared isomer or geometry (same formula, charge and spin): 1212.0 kJ/mol
SMILES: O=C(CCCc1ccccc1)Nc1cccnc1
Highest occupied orbital energy: -8.631 eV

***

Record 5
Computed, not measured: an isolated molecule of C15H16N2OS, with wB97M-V/def2-TZVPD.

Structure (XYZ):
```
35
Properties=species:S:1:pos:R:3:forces:R:3:nbo_charge:R:1
C 6.128 0.629 0.625 -0.1 0.0 -0.1 -0.3343
C 5.421 -0.563 0.612 0.3 0.2 0.1 0.0923
N 4.235 -0.678 0.039 -0.1 -0.2 -0.1 -0.5057
C 3.742 0.417 -0.530 0.2 -0.3 0.1 0.2468
S 2.186 0.329 -1.299 -0.4 -0.2 -0.3 0.3074
C 1.705 -1.394 -0.939 0.1 0.6 0.2 -0.5600
C 1.336 -1.582 0.533 0.3 -0.3 -0.1 -0.0814
O 0.445 -0.607 1.008 -0.4 0.1 0.1 -0.4975
C -0.841 -0.570 0.540 0.0 0.2 0.1 0.3073
C -1.476 -1.597 -0.146 0.3 -0.2 0.0 -0.3196
C -2.798 -1.458 -0.554 0.0 0.1 0.0 -0.1948
C -3.475 -0.291 -0.279 0.0 0.1 0.0 0.0156
C -2.840 0.738 0.415 0.0 -0.2 -0.1 -0.0087
C -1.535 0.609 0.827 0.2 -0.2 0.0 -0.2440
C -3.775 1.895 0.607 0.0 0.1 0.0 -0.4286
C -4.891 1.616 -0.412 -0.1 0.0 0.0 -0.3851
C -4.888 0.092 -0.609 -0.1 0.0 0.0 -0.4359
N 4.335 1.605 -0.583 -0.4 0.3 -0.2 -0.4625
C 5.516 1.705 -0.009 0.3 -0.2 0.2 0.0939
H 7.092 0.716 1.097 0.1 0.0 0.0 0.2270
H 5.804 -1.466 1.072 0.1 0.0 0.1 0.1969
H 0.852 -1.577 -1.591 0.0 0.0 -0.1 0.2342
H 2.536 -2.043 -1.205 -0.1 -0.1 0.0 0.2471
H 2.235 -1.459 1.143 -0.2 -0.1 -0.1 0.2176
H 0.947 -2.598 0.684 0.0 0.1 0.0 0.1741
H -0.961 -2.519 -0.367 0.1 -0.1 0.0 0.2121
H -3.279 -2.265 -1.087 0.0 -0.1 -0.1 0.2075
H -1.023 1.394 1.361 0.1 0.1 0.1 0.2225
H -3.290 2.857 0.444 0.0 0.0 0.1 0.2176
H -4.166 1.884 1.628 0.0 0.1 0.0 0.2105
H -5.859 1.990 -0.080 0.0 0.1 -0.1 0.2084
H -4.645 2.102 -1.358 0.0 0.0 0.0 0.2017
H -5.179 -0.199 -1.618 -0.1 0.0 0.0 0.2132
H -5.575 -0.393 0.092 -0.1 0.0 0.0 0.2055
H 5.982 2.681 -0.061 0.1 0.0 0.0 0.1989
```
Forces are in eV/Å.

Summary:
Energy relative to the best compared isomer or geometry (same formula, charge and spin): 72.0 kJ/mol
SMILES: c1cnc(SCCOc2ccc3c(c2)CCC3)nc1
Highest occupied orbital energy: -8.123 eV

***

Record 6
Computed, not measured: an isolated molecule of C15H16N4S3, with wB97M-V/def2-TZVPD.

Structure (XYZ):
```
38
Properties=species:S:1:pos:R:3:forces:R:3:nbo_charge:R:1
C 0.329 3.498 5.368 0.0 0.0 0.2 -0.6585
C -0.047 3.080 4.000 -0.6 -0.8 0.2 0.0953
N 0.310 3.673 2.923 0.5 0.7 0.0 -0.4478
C -0.183 3.075 1.803 -0.6 -0.7 -0.1 0.0823
C 0.162 3.623 0.469 0.3 -0.3 -0.2 -0.5240
S 1.758 2.938 -0.138 0.1 0.6 0.1 0.2974
C 1.234 1.355 -0.589 0.4 -0.3 -0.2 -0.1397
N 0.017 0.948 -0.622 0.2 1.4 0.3 -0.3105
N -0.126 -0.320 -0.995 -0.4 -1.8 -0.4 -0.3456
C 0.980 -0.916 -1.274 0.7 1.1 0.4 0.2640
N 1.131 -2.184 -1.708 0.5 -0.6 -0.3 -0.6067
C 0.077 -3.125 -1.774 -0.3 -0.3 0.0 0.1498
C 0.237 -4.325 -1.089 0.0 0.1 0.0 -0.2403
C -0.765 -5.273 -1.117 0.1 0.0 0.0 -0.1992
C -1.930 -5.013 -1.816 0.0 0.0 0.0 -0.2179
C -2.091 -3.831 -2.525 0.1 -0.1 0.1 0.0131
C -3.363 -3.589 -3.281 0.1 0.0 0.0 -0.6330
C -1.065 -2.879 -2.536 0.1 0.0 0.0 -0.0167
C -1.179 -1.639 -3.364 -0.1 0.0 0.0 -0.6446
S 2.412 0.126 -1.063 -1.0 0.0 0.1 0.2940
C -0.950 1.974 2.038 0.0 0.1 0.2 -0.4193
S -1.067 1.671 3.725 0.4 0.6 -0.2 0.3717
H -0.561 3.722 5.955 0.0 0.0 0.1 0.2283
H 0.957 4.383 5.312 0.0 0.0 0.0 0.2411
H 0.873 2.700 5.873 0.0 0.0 0.1 0.2288
H -0.588 3.376 -0.278 0.0 0.1 0.0 0.2535
H 0.334 4.696 0.529 0.0 0.0 -0.1 0.2496
H 2.054 -2.576 -1.584 -0.2 0.0 0.0 0.4036
H 1.144 -4.503 -0.529 0.1 0.0 0.1 0.2078
H -0.645 -6.204 -0.584 0.0 -0.1 0.1 0.2142
H -2.725 -5.744 -1.818 -0.1 -0.1 0.0 0.2080
H -3.183 -3.604 -4.356 -0.1 0.0 -0.1 0.2180
H -4.094 -4.359 -3.050 -0.1 0.0 0.0 0.2166
H -3.784 -2.619 -3.023 -0.1 0.1 -0.1 0.2215
H -1.763 -1.823 -4.262 0.0 0.0 -0.1 0.2136
H -0.193 -1.286 -3.657 0.0 0.1 0.0 0.2203
H -1.658 -0.846 -2.790 0.0 0.1 -0.1 0.2488
H -1.432 1.338 1.324 -0.1 -0.1 -0.2 0.2627
```
Forces are in eV/Å.

Summary:
Energy relative to the best compared isomer or geometry (same formula, charge and spin): 0.0 kJ/mol
SMILES: Cc1nc(CSc2nnc(Nc3cccc(C)c3C)s2)cs1
Highest occupied orbital energy: -8.010 eV

***

- Which of these has the highest highest occupied orbital energy?
  C15H16N4S3